Entry 1:
An isolated molecule of C20H29N3O3S, computed with ωB97M-V/def2-TZVPD.

Results
HOMO energy (eV): -8.8
Lowest unoccupied orbital energy (eV): -0.086
Largest force on an atom (eV/A): 0.1

Structure (XYZ):
```
56
C20H29N3O3S ωB97M-V/def2-TZVPD
C 1.59784 -0.13547 -4.62242
C 0.55346 0.29194 -3.59896
C 1.11568 1.23293 -2.53254
C 0.04392 2.00203 -1.74846
C -0.91346 1.09316 -0.99555
O -1.68539 0.39023 -1.63179
N -0.94199 1.13526 0.37376
C 0.14893 1.66925 1.17702
C -1.86528 0.20399 1.02663
C -2.49053 0.78423 2.29911
N -1.70256 0.21650 3.39570
C -1.72112 0.58985 4.69686
O -0.97580 0.07415 5.51903
C -2.69875 1.65180 5.07413
C -2.72378 2.09236 6.32839
C -3.62954 3.11342 6.81649
C -3.79983 3.66148 8.04493
C -4.84862 4.60418 7.85989
C -5.46405 5.51966 8.86745
N -5.25909 4.60919 6.62195
O -4.49349 3.67133 5.95373
C -0.80163 -0.84835 2.96196
C -1.20339 -1.07644 1.52100
C -1.76491 -2.39972 1.08235
C -0.41360 -1.94495 0.60072
S 2.21522 0.28380 -1.42865
C 3.24238 1.61735 -0.78485
H 1.15058 -0.77336 -5.38505
H 2.03000 0.73243 -5.12640
H 2.41181 -0.68880 -4.15448
H -0.27181 0.80615 -4.09713
H 0.10373 -0.58024 -3.12140
H 1.74961 1.97261 -3.03136
H 0.51962 2.73917 -1.10637
H -0.57740 2.54899 -2.46259
H 0.42815 2.66726 0.84760
H -0.18043 1.75917 2.20983
H 1.02962 1.02356 1.14847
H -2.62858 -0.01694 0.28799
H -2.45281 1.87432 2.29366
H -3.53754 0.48008 2.37172
H -3.38546 2.04976 4.33947
H -2.02949 1.66781 7.04392
H -3.26380 3.42896 8.94836
H -5.14615 5.25009 9.87251
H -5.16777 6.55121 8.67888
H -6.55022 5.46819 8.81828
H 0.23935 -0.52614 3.06175
H -0.92899 -1.73155 3.58926
H -1.80023 -3.19360 1.81701
H -2.58187 -2.39176 0.37308
H -0.32326 -1.62767 -0.42890
H 0.46191 -2.43519 1.00665
H 3.97277 1.16870 -0.11391
H 3.77157 2.12057 -1.59339
H 2.66005 2.34610 -0.22120
```

---

Entry 2:
A structure of composition C5H10N2, computed with ωB97M-V/def2-TZVPD.

Results
HOMO energy (eV): -6.7
Lowest unoccupied orbital energy (eV): 0.915
Largest force on an atom (eV/A): 2.3

Structure (XYZ):
```
17
C5H10N2 ωB97M-V/def2-TZVPD
C -1.46182 1.34722 0.45693
C 0.36155 -0.44862 0.33033
C -0.81496 0.15943 -0.23132
N 0.46601 -1.74107 0.79361
N -1.77807 -0.69568 -0.80520
C 1.39967 0.40666 -0.01507
C 2.70045 0.31829 -0.30349
H -0.34732 -2.15726 1.22083
H 1.38786 -2.13908 0.86771
H -2.56949 -0.22838 -1.22204
H -1.40363 -1.42707 -1.39291
H 0.46731 1.10277 -0.67495
H -2.26596 1.00795 1.11809
H -1.89443 2.02634 -0.28253
H -0.74533 1.90892 1.05090
H 3.19530 -0.63978 -0.42912
H 3.30286 1.19935 -0.48177
```

---

Entry 3:
A structure of composition C27H46BN6OsSe3Te, computed with ωB97M-V/def2-TZVPD.

Results
Multiplicity: 5
HOMO energy (alpha / beta) (eV): -10.0 / -10.4
Lowest unoccupied orbital energy (alpha / beta) (eV): -3.430 / -5.103
Largest force on an atom (eV/A): 1.0
Net charge: +1

Structure (XYZ):
```
85
C27H46BN6OsSe3Te ωB97M-V/def2-TZVPD
Os -1.68372 1.30693 -0.01386
C -3.01322 2.07793 2.30534
C -2.69552 0.92833 3.26214
C -2.05182 1.46753 4.54674
C -1.78852 -0.10267 2.65524
C -1.29242 -1.24187 3.27534
C -0.40632 -1.82537 2.37594
C 0.36548 -3.06017 2.72984
C 0.03648 -4.24577 1.82334
C 1.87328 -2.82037 2.82904
N -0.41082 -1.07817 1.25374
N -1.24512 -0.03487 1.43004
B 0.47778 -1.13677 -0.02006
N -0.42042 -1.06067 -1.29606
N -1.23542 0.00033 -1.45966
C -1.74632 -0.01307 -2.70126
C -1.26182 -1.14427 -3.33966
C -0.40952 -1.77407 -2.43876
C 0.33918 -3.01607 -2.81406
C 1.85048 -2.80467 -2.91336
C 0.00348 -4.21237 -1.92676
C -2.66082 1.02813 -3.27936
C -2.69482 2.31153 -2.44776
C -2.22622 1.37203 -4.71006
N 1.35578 0.12773 -0.01816
N 0.76698 1.34493 -0.01846
C 1.72178 2.27083 -0.03906
C 2.96358 1.63423 -0.05136
C 2.69758 0.27763 -0.03646
C 3.72298 -0.80977 -0.03716
C 4.59268 -0.71537 -1.29396
C 4.59958 -0.71307 1.21474
C 1.49828 3.75243 -0.02706
C 0.02348 4.12193 -0.16996
C 2.10348 4.35373 1.24784
H -3.41622 2.92703 2.85624
H -3.77252 1.77113 1.58314
H -2.09112 2.44073 1.79624
H -3.63482 0.43153 3.53744
H -1.13932 2.01483 4.31724
H -1.80982 0.65643 5.22644
H -2.73972 2.13403 5.06014
H -1.54082 -1.61657 4.24784
H 0.02518 -3.32277 3.73874
H 0.55618 -4.16677 0.87744
H -1.03252 -4.30017 1.63494
H 0.34898 -5.16797 2.30284
H 2.31438 -2.61657 1.86104
H 2.34398 -3.70827 3.24234
H 2.07998 -1.98077 3.48814
H 1.11168 -2.11537 -0.03406
H -1.49552 -1.47827 -4.32906
H -0.01792 -3.24977 -3.82166
H 2.28898 -2.61817 -1.94056
H 2.07698 -1.96397 -3.56396
H 2.30578 -3.69837 -3.33226
H 0.50798 -4.13267 -0.97356
H 0.33158 -5.13087 -2.40556
H -1.06702 -4.27637 -1.75126
H -3.67042 0.59563 -3.31206
H -1.78832 2.89173 -2.61736
H -2.85422 2.11483 -1.35676
H -3.53512 2.93343 -2.75316
H -1.22132 1.78943 -4.69976
H -2.90352 2.10433 -5.13976
H -2.22792 0.49733 -5.35326
H 3.92308 2.10463 -0.07726
H 3.22638 -1.78097 -0.03386
H 5.16758 0.20623 -1.29776
H 3.98218 -0.74397 -2.19206
H 5.28898 -1.54877 -1.32106
H 5.17198 0.20993 1.21514
H 5.29768 -1.54527 1.23624
H 3.99608 -0.74237 2.11764
H 2.04418 4.17453 -0.88016
H -0.56792 3.64693 0.62314
H -0.34412 3.81683 -1.14906
H -0.11442 5.19653 -0.07836
H 1.62408 3.94453 2.13454
H 1.97878 5.43413 1.25034
H 3.16668 4.13473 1.30194
Se -4.45822 -0.43417 -0.17126
Se -6.19132 0.63863 -1.11856
Te -6.64632 2.83073 0.17154
Se -4.62872 4.13133 -0.01416
```

---

Entry 4:
A structure of composition C27H21N7O2Ti, computed with ωB97M-V/def2-TZVPD.

Results
Multiplicity: 2
HOMO energy (alpha / beta) (eV): -10.8 / -10.9
Lowest unoccupied orbital energy (alpha / beta) (eV): -3.028 / -3.019
Largest force on an atom (eV/A): 0.7
Net charge: +1

Structure (XYZ):
```
58
C27H21N7O2Ti ωB97M-V/def2-TZVPD
Ti 0.80559 1.05258 0.19985
O 0.83030 2.71344 1.05717
C 1.73138 3.36407 1.80961
C 1.29809 4.39084 2.64536
C 2.20217 5.08448 3.42710
C 3.55983 4.77824 3.38970
C 3.99954 3.77124 2.55974
C 3.10361 3.03927 1.76613
C 3.63485 2.01475 0.90467
N 2.90389 1.18705 0.24435
N 3.57308 0.31766 -0.60344
C 2.72158 -0.25253 -1.39365
O 1.42034 0.00704 -1.33693
C 3.18084 -1.24399 -2.38521
C 4.51417 -1.65440 -2.39947
C 4.94006 -2.58717 -3.32785
C 4.04228 -3.11469 -4.24760
C 2.71620 -2.70747 -4.23705
C 2.28323 -1.77511 -3.30784
H 0.24420 4.63388 2.65929
H 1.84759 5.88021 4.06873
H 4.26123 5.32941 3.99949
H 5.05412 3.52918 2.51170
H 4.71443 1.94330 0.79148
H 5.20486 -1.23294 -1.68303
H 5.97425 -2.90347 -3.33824
H 4.37896 -3.84181 -4.97444
H 2.01896 -3.11325 -4.95767
H 1.25322 -1.44544 -3.29794
N -8.86593 -3.81427 -0.76513
C -7.95098 -3.12152 -0.73895
C -6.80483 -2.26104 -0.70440
C -5.66810 -2.64355 0.00197
C -4.56315 -1.81500 0.03801
C -4.58333 -0.59956 -0.63690
C -5.71566 -0.21463 -1.34225
C -6.82347 -1.04199 -1.37421
N -3.44045 0.25502 -0.60694
C -3.37766 1.56791 -1.03029
C -2.10195 1.97814 -0.82749
N -1.37472 0.94057 -0.28927
C -2.20756 -0.07046 -0.16453
H -5.65498 -3.58779 0.52748
H -3.70210 -2.12712 0.60982
H -5.74848 0.71818 -1.88434
H -7.70431 -0.74466 -1.92524
H -4.22655 2.09753 -1.41701
H -1.66304 2.94187 -1.02057
H -1.94237 -1.03976 0.21719
N 1.04359 -1.78289 1.40758
C 0.88133 -2.57975 2.47789
C 0.34501 -1.80678 3.48198
C 0.22303 -0.52797 2.93123
N 0.65205 -0.52232 1.67123
H 1.46144 -2.00305 0.51630
H 1.15736 -3.61951 2.44517
H 0.08749 -2.12064 4.47709
H -0.14456 0.38064 3.38059
```

---

Entry 5:
The ion C3H2O2S4 with charge -2, computed with ωB97M-V/def2-TZVPD.

Results
HOMO energy (eV): -0.5
Lowest unoccupied orbital energy (eV): 5.488
Largest force on an atom (eV/A): 3.0
Net charge: -2

Structure (XYZ):
```
11
C3H2O2S4 ωB97M-V/def2-TZVPD
C 1.26412 -0.40659 -0.91526
C -0.18278 0.06289 -0.11805
C -0.51604 -0.22028 1.46822
O 1.60115 -1.54480 -1.08040
O -0.17721 1.45386 -0.09450
S 2.06738 0.94689 -1.63794
S -1.28987 -0.73002 -1.33457
S 0.81594 -0.44795 2.42582
S -2.06548 -0.07687 1.93440
H 0.78193 1.82838 -0.34938
H -2.29914 -0.86551 -0.29834
```

---

Entry 6:
An isolated molecule of C3H2O, computed with ωB97M-V/def2-TZVPD.

Results
Multiplicity: 3
HOMO energy (alpha / beta) (eV): -7.2 / -10.4
Lowest unoccupied orbital energy (alpha / beta) (eV): 0.579 / -1.066
Largest force on an atom (eV/A): 3.1

Structure (XYZ):
```
6
C3H2O ωB97M-V/def2-TZVPD
C 0.53772 -1.06672 -0.21554
C 0.17653 -0.18940 0.83092
C 0.67558 -0.19748 2.11021
O 1.15840 -0.17784 3.15996
H -0.21753 -0.94805 -1.04676
H -0.82642 0.41943 0.73392
```

---

The evaluated energy above the lowest of the compared OMol25 structures with the same formula, charge and spin for the records listed, in turn: 2.601, 3.658, 2.835, 0.000, 0.354, 0.000 eV.
The evaluated E for the records listed, in turn: -1567.63100, -305.88943, -8972.62335, -2424.66087, -1858.74038, -190.56431 hartree.